Formula: C9H12ClN5
Source: the OMol25 dataset
Level of theory: ωB97M-V with the def2-TZVPD basis set

```
27
Properties=species:S:1:pos:R:3:lowdin_charge:R:1
H -2.85841 -4.04435 -0.12198 0.126
N -2.51694 -3.23666 -0.60566 0.271
C -1.96652 -2.20489 -0.16900 -0.285
C -1.58638 -1.54054 -1.45335 0.100
N -1.66169 -1.28437 -2.56095 0.414
C -1.59991 -1.50358 1.08853 -0.090
N -0.32408 -0.73279 1.23992 -0.042
N 0.00320 0.30928 0.44664 -0.181
C -0.77259 1.51974 0.61385 0.000
C 1.27881 0.42878 -0.02986 -0.216
C 1.77080 1.57197 -0.64668 0.011
C 3.01734 1.59564 -1.19621 -0.002
C 3.85970 0.51866 -0.94190 -0.025
C 3.38610 -0.64989 -0.22325 -0.662
Cl 4.34376 -1.99714 0.03922 0.865
N 2.07020 -0.66223 0.11755 0.120
H -1.64076 -1.19892 -3.54428 0.158
H -2.45155 -0.78390 1.12703 0.140
H -1.60838 -2.20707 2.04925 0.198
H -0.32921 -0.39844 2.22947 0.166
H 0.03086 2.19839 1.04293 0.125
H -1.17649 2.08695 -0.22870 0.112
H -1.48524 1.36871 1.36154 0.078
H 1.14141 2.43865 -0.65384 0.115
H 3.49408 2.49389 -1.56524 0.144
H 4.92424 0.52302 -1.33300 0.151
H 1.88599 -1.39972 0.90818 0.210
```

Spin multiplicity ... 1
Lowest unoccupied orbital energy ... -8.096 eV
Maximum force ... 0.082 Eh/bohr
Energy above the lowest of the compared OMol25 structures with the same formula, charge and spin ... 0.088 eV
HOMO-LUMO gap ... 7.59 eV
Net charge ... +2
Electronic energy ... -1083.36985 hartree


Formula: C2H2
Source: the OMol25 dataset
Level of theory: ωB97M-V with the def2-TZVPD basis set

```
4
Properties=species:S:1:pos:R:3:lowdin_charge:R:1
C 0.62853 0.01270 -0.02655 -0.023
C -0.61027 -0.21864 -0.01508 -0.051
H 1.66022 -0.15261 0.03398 -0.011
H -1.67848 0.35855 0.00765 0.086
```

Spin multiplicity ... 1
Lowest unoccupied orbital energy ... 1.039 eV
Maximum force ... 0.105 Eh/bohr
Energy above the lowest of the compared OMol25 structures with the same formula, charge and spin ... 0.797 eV
HOMO-LUMO gap ... 11.59 eV
Electronic energy ... -77.29403 hartree


Formula: C3H9F2N2O
Source: the OMol25 dataset
Level of theory: ωB97M-V with the def2-TZVPD basis set

```
17
Properties=species:S:1:pos:R:3:lowdin_charge:R:1
C 0.69792 1.23017 -0.79093 -0.069
N -0.15410 0.65625 0.16035 -0.101
C -1.58124 0.60844 -0.15248 -0.429
F -1.86619 -0.36065 -1.01256 0.094
F -2.25780 0.39860 0.97380 0.110
C 0.23104 -0.53932 0.93573 -0.326
N 0.43368 -1.68759 -0.12971 0.279
O 1.38158 -0.32521 1.60113 0.065
H 1.09919 2.17135 -0.30888 0.123
H 1.57634 0.64646 -0.97616 0.082
H 0.18894 1.49673 -1.76465 0.134
H -2.04744 1.55328 -0.64244 0.207
H -0.55432 -0.86906 1.64606 0.182
H 0.96739 -1.27398 -0.89567 0.152
H 0.70155 -2.57231 0.30861 0.182
H -0.48773 -1.76525 -0.57400 0.146
H 1.67119 0.63208 1.62180 0.168
```

Spin multiplicity ... 1
Lowest unoccupied orbital energy ... -3.462 eV
Maximum force ... 0.097 Eh/bohr
Energy above the lowest of the compared OMol25 structures with the same formula, charge and spin ... 1.505 eV
HOMO-LUMO gap ... 11.09 eV
Net charge ... +1
Electronic energy ... -503.91170 hartree


Formula: C3H7N2O2P
Source: the OMol25 dataset
Level of theory: ωB97M-V with the def2-TZVPD basis set

```
15
Properties=species:S:1:pos:R:3:lowdin_charge:R:1
C 1.34262 0.35820 1.55576 -0.181
N 0.95545 -0.26059 0.35833 -0.175
P -0.26625 0.54105 -0.53777 0.631
C -0.17127 -0.25309 -2.17126 -0.145
O -0.02164 1.94426 -0.60760 -0.259
O -2.05105 0.20487 -0.07124 -0.105
C -2.37292 -0.36526 1.02432 -0.470
N -2.74802 -1.02913 1.87358 0.135
H 1.08534 -0.23377 2.46168 0.092
H 2.43016 0.17267 1.62746 0.080
H 1.14521 1.48833 1.40460 0.114
H 1.04382 -1.22971 0.34980 0.077
H 0.72270 0.22507 -2.65514 0.076
H 0.06934 -1.37622 -1.99443 0.083
H -1.16349 -0.18668 -2.61812 0.048
```

Spin multiplicity ... 1
Lowest unoccupied orbital energy ... 0.259 eV
Maximum force ... 0.082 Eh/bohr
Energy above the lowest of the compared OMol25 structures with the same formula, charge and spin ... 0.538 eV
HOMO-LUMO gap ... 10.75 eV
Electronic energy ... -719.85668 hartree


Formula: C4H7N2
Source: the OMol25 dataset
Level of theory: ωB97M-V with the def2-TZVPD basis set

```
13
Properties=species:S:1:pos:R:3:lowdin_charge:R:1
C 2.75232 -0.24365 -0.33767 0.187
C 1.54780 -0.23201 -0.46646 -0.073
N 0.11537 -0.18830 -0.54569 0.012
C -0.80032 1.10334 -0.20724 0.021
N -1.54001 0.27227 0.76993 -0.017
C -0.77006 -0.92156 0.42907 -0.105
H 3.87427 -0.11629 -0.48727 0.107
H -0.08952 -0.50044 -1.46978 0.170
H -1.39950 1.58354 -0.96234 0.135
H -0.18793 1.77467 0.35620 0.127
H -1.50115 0.58065 1.71424 0.111
H -0.46324 -1.47110 1.32861 0.148
H -1.53803 -1.64113 -0.12160 0.177
```

Spin multiplicity ... 1
Lowest unoccupied orbital energy ... -3.612 eV
Maximum force ... 0.088 Eh/bohr
Energy above the lowest of the compared OMol25 structures with the same formula, charge and spin ... 5.753 eV
HOMO-LUMO gap ... 10.84 eV
Net charge ... +1
Electronic energy ... -265.69705 hartree


Formula: CH4NOP
Source: the OMol25 dataset
Level of theory: ωB97M-V with the def2-TZVPD basis set

```
8
Properties=species:S:1:pos:R:3:lowdin_charge:R:1
C 0.93791 -0.47451 0.21874 -0.330
N -2.82340 1.91974 1.19488 -0.402
O -0.23532 -0.09831 -0.43352 -0.416
P -1.68431 2.07291 0.23076 0.897
H 1.94485 -0.19005 -0.25049 0.073
H 0.79882 -1.55424 0.27543 0.052
H 0.94069 -0.19321 1.38524 0.091
H -3.39926 1.18698 1.69191 0.034
```

Spin multiplicity ... 1
Lowest unoccupied orbital energy (spin up / spin down) ... -1.080 / -0.921 eV
Maximum force ... 0.044 Eh/bohr
Energy above the lowest of the compared OMol25 structures with the same formula, charge and spin ... 4.349 eV
HOMO-LUMO gap (spin up / spin down) ... 6.39 / 8.12 eV
Electronic energy ... -511.70435 hartree


Formula: C5H9N2O4S
Source: the OMol25 dataset
Level of theory: ωB97M-V with the def2-TZVPD basis set

```
21
Properties=species:S:1:pos:R:3:lowdin_charge:R:1
C -0.66024 0.52048 -1.38929 -0.045
C -0.19980 -0.77616 -1.36847 -0.079
C -0.72941 0.89571 -0.04090 -0.379
C -1.15078 2.20656 0.52403 -0.044
C 0.53685 -2.32233 0.43820 -0.033
N -0.35668 -0.11413 0.73589 0.095
N -0.04800 -1.11916 -0.07993 -0.208
O 3.18105 -1.12511 0.00711 -0.389
O 2.53566 0.77766 1.41514 -0.207
O 4.65058 0.81312 0.15641 -0.356
O 2.51764 0.97651 -1.03111 -0.359
S 3.29312 0.33470 0.02120 0.360
H -0.88568 1.12227 -2.24589 0.093
H 0.02949 -1.46299 -2.15843 0.118
H -2.12653 2.49943 0.12909 0.068
H -0.42457 2.97195 0.25331 0.078
H -1.20382 2.13680 1.60732 0.070
H 0.15311 -2.49563 1.44686 0.086
H 0.27184 -3.16094 -0.20925 0.083
H 1.63050 -2.19200 0.45841 0.055
H 1.64601 0.53709 1.16127 -0.006
```

Spin multiplicity ... 1
Lowest unoccupied orbital energy ... 3.630 eV
Maximum force ... 0.024 Eh/bohr
Energy above the lowest of the compared OMol25 structures with the same formula, charge and spin ... 0.000 eV
HOMO-LUMO gap ... 8.73 eV
Net charge ... -1
Electronic energy ... -1004.66952 hartree


Formula: C4H10S
Source: the OMol25 dataset
Level of theory: ωB97M-V with the def2-TZVPD basis set

```
15
Properties=species:S:1:pos:R:3:lowdin_charge:R:1
C 0.37035 1.56619 -0.25959 -0.144
C -1.07155 1.12251 0.89038 0.023
C -0.90364 0.67566 -0.43956 -0.257
S 0.97272 -1.28693 1.27434 0.420
C 0.78708 -2.29425 -0.10825 -0.723
H 0.96951 1.23336 -1.12351 0.127
H 0.21410 2.72658 -0.17606 0.140
H 1.09136 1.18676 0.46438 0.034
H -2.10975 1.47724 1.22594 0.129
H -0.51537 0.59132 1.70958 0.025
H -0.63213 -0.29439 -0.74400 0.042
H -1.47196 1.05794 -1.31653 0.135
H 0.64002 -1.85618 -1.22322 0.067
H 1.67586 -2.85071 -0.15141 -0.033
H -0.01662 -3.05510 -0.02247 0.016
```

Spin multiplicity ... 1
Lowest unoccupied orbital energy ... -1.648 eV
Maximum force ... 0.085 Eh/bohr
Energy above the lowest of the compared OMol25 structures with the same formula, charge and spin ... 6.062 eV
HOMO-LUMO gap ... 5.18 eV
Electronic energy ... -556.35922 hartree